Entry 1:
# C5H14

A cluster of 2 separate species, C5H14 in total in a non-equilibrium geometry (ωB97M-V/def2-TZVPD, OMol25).

The geometry in XYZ format:
```
19
Properties=species:S:1:pos:R:3:mulliken_charge:R:1
C -1.3568 1.4548 -0.7977 -0.384
C -1.3159 1.2547 -2.3067 -0.888
H -2.3158 1.1442 -0.3756 0.335
H -0.5542 1.0615 -0.1787 -0.251
H -1.2841 2.5275 -0.5691 0.314
H -1.2193 0.2030 -2.5662 0.283
H -0.5540 1.8929 -2.7504 0.264
H -2.2709 1.5395 -2.7518 0.298
C 0.7389 -0.6190 1.5495 -0.048
C 0.1904 -2.0005 1.1685 -1.162
C 1.8327 -0.1764 0.5327 -1.193
H -0.0808 0.0827 1.4616 0.202
H 1.2140 -0.6107 2.5203 0.314
H 0.2384 -2.1713 0.0923 0.295
H 2.8139 -0.2030 1.0288 0.367
H -0.8452 -2.1393 1.4785 0.311
H 0.7675 -2.8262 1.5832 0.340
H 1.9124 -0.7754 -0.3711 0.281
H 1.7071 0.8852 0.3450 0.322
```

Properties
- Largest force on an atom: 1.92 eV/Å
- LUMO: 1.2 eV
- SMILES: CCC.CC
- Net charge: 0



Entry 2:
# C21H24N2O6

An isolated molecule of C21H24N2O6 (ωB97M-V/def2-TZVPD, OMol25).

The geometry in XYZ format:
```
53
Properties=species:S:1:pos:R:3:mulliken_charge:R:1
C -1.6586 -3.8646 1.4124 -1.059
H -1.1385 -4.6913 0.9180 0.363
O -0.9747 -2.6478 1.2502 -0.317
C -0.8243 -2.1386 -0.0143 0.514
C -1.2562 -2.8037 -1.1538 -0.175
C -1.0405 -2.2748 -2.4145 -1.264
C -0.4032 -1.0597 -2.5492 -0.738
C 0.0107 -0.3609 -1.4249 0.813
C -0.1854 -0.8887 -0.1432 0.271
O 0.3202 -0.1509 0.8801 0.088
C -0.1961 -0.2637 2.1885 -0.928
H -1.2850 -0.2705 2.1819 0.166
H 0.1546 0.6284 2.7090 0.276
H 0.1771 -1.1560 2.6961 0.261
C 0.6719 0.9909 -1.5858 -0.634
N -0.0717 2.0596 -0.9523 0.451
C 0.6410 2.6690 0.0081 0.848
O 0.3179 3.6056 0.7220 -0.758
C 1.9790 2.0186 0.0347 1.220
C 2.0173 1.0471 -0.8974 -1.081
C 3.1018 0.1670 -1.3442 0.347
O 3.1614 -0.2443 -2.4898 -0.656
C 4.0801 -0.1988 -0.3181 -0.284
C 3.9627 -0.2603 1.0519 0.072
C 5.1779 -0.7872 1.5267 -0.918
C 5.9445 -1.0108 0.4176 -0.439
O 5.2900 -0.6731 -0.6909 -0.371
H 6.9413 -1.3918 0.3059 0.483
H 5.4494 -0.9749 2.5453 0.461
H 3.1061 0.0182 1.6282 0.672
O 2.8980 2.4994 0.8733 -0.636
H 2.4789 3.2496 1.3367 0.315
C -1.3632 2.5131 -1.3925 -1.319
H -1.5405 3.4644 -0.8847 0.546
H -1.3271 2.6963 -2.4734 0.314
C -2.5167 1.5405 -1.1230 -1.020
N -2.6018 1.0893 0.2528 0.878
C -3.6275 0.0746 0.3774 -1.279
H -4.6311 0.4501 0.1189 0.339
H -3.6523 -0.2903 1.4036 0.347
H -3.3885 -0.7592 -0.2829 0.351
C -2.8221 2.1800 1.1838 -1.207
H -1.9486 2.8271 1.2056 0.312
H -2.9626 1.7702 2.1827 0.400
H -3.7099 2.7793 0.9265 0.284
H -2.3850 0.6534 -1.7476 0.390
H -3.4488 2.0478 -1.4415 0.552
H 0.7866 1.1937 -2.6584 0.779
H -0.2239 -0.6447 -3.5289 0.451
H -1.3704 -2.8197 -3.2851 0.397
H -1.7508 -3.7577 -1.0681 0.463
H -2.6866 -3.8043 1.0401 0.393
H -1.6767 -4.0455 2.4864 0.271
```

Properties
- Largest force on an atom: 0.90 eV/Å
- LUMO: 0.1 eV
- SMILES: COc1cccc([C@@H]2C(C(=O)c3ccco3)=C(O)C(=O)N2CCN(C)C)c1OC
- Net charge: 0



Entry 3:
# C39H42N3O6PW

A structure of composition C39H42N3O6PW (ωB97M-V/def2-TZVPD, OMol25).

The geometry in XYZ format:
```
92
Properties=species:S:1:pos:R:3:mulliken_charge:R:1
W -0.1306 0.0093 0.9146 1.532
O 1.0928 3.1969 2.5314 -0.659
C 1.5346 2.4412 1.7068 -0.817
O 0.7290 1.7778 0.8662 0.342
C 3.0189 2.2016 1.5339 -0.143
C 3.4661 2.1056 0.0663 -0.094
C 5.0016 2.1530 -0.0007 -1.030
C 5.3688 0.7101 0.4360 -1.035
C 3.9827 0.1478 0.7679 -0.064
O 3.1765 0.7457 -0.2634 -0.404
C 3.4835 0.8058 2.0704 0.110
C 2.4051 0.0193 2.8287 -0.698
O 2.4490 -0.0369 4.0406 -0.717
O 1.5267 -0.5802 2.0797 -0.250
H 3.5186 3.0078 2.0660 0.605
H 2.9466 2.7720 -0.6190 0.605
H 5.3358 2.3598 -1.0163 0.304
H 5.4155 2.9185 0.6550 0.387
H 5.8176 0.1529 -0.3857 0.317
H 6.0478 0.6760 1.2867 0.420
H 3.8726 -0.9330 0.7327 0.668
H 4.3034 0.9459 2.7724 0.736
O -1.0988 -1.9109 1.1120 -0.761
C -1.7104 -1.0323 0.4480 0.446
C -2.9940 -0.9656 -0.2282 -0.190
C -4.0204 -1.8981 -0.2310 -0.160
C -5.1952 -1.5729 -0.8967 -0.842
C -5.3352 -0.3434 -1.5324 -0.721
C -4.2986 0.5872 -1.5255 -0.333
C -3.1235 0.2644 -0.8727 0.027
P -1.5746 1.2058 -0.6529 2.124
C -2.0751 2.9359 -0.3822 1.027
C -1.8947 3.5097 0.8731 -0.128
C -2.3018 4.8167 1.1051 -1.157
C -2.8904 5.5533 0.0895 -0.580
C -3.0612 4.9908 -1.1697 -0.847
C -2.6485 3.6904 -1.4070 -0.781
C -0.8755 1.3113 -2.3429 -0.060
C 0.3021 2.0473 -2.4919 -0.259
C 0.9079 2.1603 -3.7322 -0.558
C 0.3477 1.5359 -4.8410 -0.676
C -0.8162 0.7969 -4.6996 -0.748
C -1.4257 0.6814 -3.4547 -0.534
H -3.9046 -2.8387 0.2916 0.605
H -6.0186 -2.2752 -0.9087 0.419
H -6.2658 -0.1031 -2.0301 0.452
H -4.4218 1.5477 -2.0104 0.464
H -1.4048 2.9538 1.6605 -0.012
H -2.1435 5.2584 2.0800 0.472
H -3.2053 6.5728 0.2720 0.397
H -3.5072 5.5699 -1.9681 0.417
H -2.7572 3.2657 -2.3985 0.385
H 0.7358 2.5360 -1.6269 0.141
H 1.8197 2.7352 -3.8356 0.443
H 0.8190 1.6264 -5.8113 0.384
H -1.2568 0.3085 -5.5594 0.417
H -2.3329 0.1001 -3.3553 0.404
C -1.1137 0.4087 2.8488 -1.742
C -1.6720 -0.7782 3.5547 0.020
C -0.8514 -1.6282 4.2986 0.002
C -1.3711 -2.7670 4.8953 -0.901
C -2.7180 -3.0834 4.7660 -0.432
C -3.5450 -2.2397 4.0379 -0.825
C -3.0248 -1.0998 3.4423 -0.117
H -0.3083 0.8468 3.4493 0.668
H -1.9027 1.1567 2.7376 0.556
H 0.2011 -1.3877 4.3964 0.455
H -0.7188 -3.4123 5.4717 0.409
H -3.1198 -3.9718 5.2368 0.400
H -4.6004 -2.4658 3.9393 0.407
H -3.6774 -0.4429 2.8746 0.454
C 1.1649 -3.5763 1.0400 -1.032
N 1.0555 -3.4653 -0.4055 0.663
C 0.6087 -4.6644 -1.0820 -1.309
C 1.2927 -2.3088 -1.0768 0.004
N 1.0228 -1.1325 -0.5960 1.456
N 1.8351 -2.4562 -2.3394 0.113
C 2.9454 -3.3747 -2.5350 -1.266
C 1.8576 -1.3084 -3.2248 -0.927
H 1.8808 -4.3713 1.2728 0.368
H 0.2042 -3.8218 1.4913 0.312
H 1.5118 -2.6403 1.4661 0.046
H -0.3379 -4.9922 -0.6435 0.331
H 1.3305 -5.4803 -0.9708 0.372
H 0.4565 -4.4697 -2.1405 0.390
H 1.5563 -0.4100 -1.0748 -0.658
H 2.9882 -4.0968 -1.7253 0.451
H 3.8949 -2.8278 -2.5578 0.344
H 2.8356 -3.9112 -3.4794 0.301
H 2.6642 -0.6048 -2.9798 0.250
H 0.9065 -0.7822 -3.1790 0.210
H 2.0114 -1.6592 -4.2457 0.439
```

Properties
- Largest force on an atom: 0.23 eV/Å
- LUMO (alpha / beta): -0.1 / -0.1 eV
- Net charge: 0



Entry 4:
# C23H40BrCl2N9O10

A structure of composition C23H40BrCl2N9O10 in a non-equilibrium geometry (ωB97M-V/def2-TZVPD, OMol25).

The geometry in XYZ format:
```
85
Properties=species:S:1:pos:R:3:mulliken_charge:R:1
C -3.8204 1.7640 6.0924 0.136
C -3.4798 2.6644 5.3695 -0.389
C -3.2211 3.5481 4.2142 -0.950
N -2.1297 3.0223 3.4066 0.213
C -2.4760 1.8580 2.5999 -1.212
O -2.3763 2.2190 1.2404 -0.294
C -3.5576 1.9641 0.4958 -0.696
C -3.5893 0.5041 -0.0155 -0.290
C -2.7997 0.4838 -1.3444 -1.139
C -0.9094 3.5883 3.4266 0.649
N -0.6466 4.6775 4.1401 -0.645
C 0.6251 4.9987 3.9204 -0.137
N 1.1048 4.0882 3.0875 -0.365
N 0.1951 3.1794 2.7707 0.676
N 0.4389 2.0829 1.9398 -0.357
C 1.8818 1.8143 1.8073 -0.659
C 2.0176 0.5316 0.9799 -1.071
H -4.1857 0.9363 6.6484 0.413
H -4.0917 3.5816 3.5539 0.333
H -3.0342 4.5699 4.5386 0.393
H -3.5180 1.5886 2.7924 0.724
H -1.8758 0.9842 2.8699 0.311
H -3.4828 2.5820 -0.4037 0.380
H -4.4847 2.2594 1.0008 0.372
H -4.6057 0.1740 -0.2312 0.366
H -3.0675 -0.1617 0.6762 0.274
H -3.3869 0.9463 -2.1483 0.294
H -1.8875 1.0797 -1.2415 0.315
H -2.5316 -0.5242 -1.6644 0.393
H 1.1980 5.8132 4.3204 0.426
H 2.0664 4.1738 2.7931 0.221
H 0.0839 1.2822 2.4634 0.299
H 2.4255 2.6615 1.3677 0.429
H 2.2896 1.6083 2.8213 0.601
H 1.3223 0.5959 0.1309 0.204
H 3.0568 0.4636 0.6650 0.374
H 1.7245 -0.3053 1.6197 0.245
C 0.0455 -1.9664 -6.7096 -0.420
C 0.9103 -2.9148 -6.1791 -0.465
C 1.0911 -3.0009 -4.8077 -0.438
C 0.3945 -2.1358 -3.9852 -0.287
C -0.4663 -1.1840 -4.4977 -0.076
C -0.6384 -1.0977 -5.8698 -0.485
N 0.5718 -2.2358 -2.5301 1.148
O 1.3527 -3.0569 -2.1243 -0.544
O -0.0780 -1.4721 -1.8313 -0.615
H -0.0956 -1.9040 -7.7817 0.371
H 1.4439 -3.5895 -6.8349 0.388
H 1.7656 -3.7385 -4.3941 0.541
H -1.0024 -0.5077 -3.8469 0.494
H -1.3080 -0.3557 -6.2841 0.375
C -7.1403 3.0033 -1.0440 0.615
O -6.3763 2.1464 -0.6451 -0.581
N -8.3770 3.2028 -0.4899 -0.421
N -6.8277 3.8403 -2.0804 -0.373
H -9.0211 3.9026 -0.8032 0.150
H -8.6374 2.6055 0.2722 0.221
H -5.9284 3.7205 -2.5087 0.220
H -7.4409 4.5528 -2.4254 0.158
C 2.9347 0.8577 -3.0116 -0.582
N 2.4405 1.0332 -4.4077 0.981
O 2.9188 0.3238 -5.2665 -0.541
O 1.5851 1.8772 -4.5857 -0.585
H 3.6860 0.0764 -3.0063 0.316
H 3.3569 1.8061 -2.6932 0.301
H 2.0832 0.5811 -2.3937 0.106
Cl 4.3456 -2.7022 1.7393 -0.171
C 3.7633 -3.9239 0.5502 0.103
C 2.8845 -4.9999 1.1223 -0.065
Cl 3.7950 -6.1076 2.2066 -0.275
H 4.6410 -4.3599 0.0714 0.187
H 3.2001 -3.3690 -0.1995 -0.144
H 2.4466 -5.6445 0.2433 -0.144
H 2.0543 -4.5865 1.6924 0.417
Br 1.6286 -6.7100 -0.9712 -0.871
C 3.3754 -0.2810 4.5677 0.582
O 4.3283 -0.2405 3.7225 -0.790
O 2.1126 -0.1724 4.2024 -0.720
O 3.5592 -0.4203 5.8391 -0.883
C 7.5155 -6.3080 0.2237 -0.485
O 6.4040 -7.1672 0.0398 -0.487
H 8.3424 -6.6854 -0.3787 0.229
H 7.2727 -5.2915 -0.1003 0.221
H 7.8182 -6.2910 1.2753 0.232
H 5.6845 -6.8148 0.5812 0.253
```

Properties
- Largest force on an atom: 3.45 eV/Å
- LUMO: 2.4 eV
- Net charge: -2



Entry 5:
# C4H8O2

A structure of composition C4H8O2 (ωB97M-V/def2-TZVPD, OMol25).

The geometry in XYZ format:
```
14
Properties=species:S:1:pos:R:3:mulliken_charge:R:1
C 0.1150 1.4539 1.0898 -0.587
C 1.0252 -0.6118 0.3579 -1.507
C -0.3354 -0.8512 -0.1056 0.497
O -1.1109 0.4126 0.1622 -0.513
C -0.3834 -1.0365 -1.5935 0.055
O -0.6166 -0.1138 -2.3527 -0.538
H 0.2623 1.0480 2.0814 0.294
H -0.6799 2.2056 1.0692 0.308
H 1.0233 1.8085 0.6213 0.314
H 1.4022 -1.2548 1.1522 0.276
H 1.7705 -0.3852 -0.4067 0.291
H -0.8649 -1.6473 0.4231 0.265
H -1.1763 0.8356 -0.7269 0.472
H -0.1107 -2.0373 -1.9732 0.374
```

Properties
- Largest force on an atom: 0.45 eV/Å
- LUMO (alpha / beta): 0.6 / 0.6 eV
- Net charge: 0



Number 1 is which compound?
C5H14



Which value of largest force on an atom does entry 5 give?
0.45 eV/Å